Entry 1:
C41H34ClN2O2PTa | wB97M-V/def2-TZVPD

Values from the calculation:
- E_tot: -73503.4123 eV
- Charge: +1
- HOMO-LUMO gap: 7.012 eV
- LUMO level: -3.46 eV
- ΔE to the lowest compared entry with this formula, charge and spin: 87.6 kJ/mol

```
82
Properties=species:S:1:pos:R:3:forces:R:3
Ta 0.0078 -0.1004 0.0132 -0.3 0.1 0.5
O -0.0578 -0.5620 -1.8506 0.2 0.0 -0.1
C -0.0690 -0.1303 -3.1028 -0.1 0.0 0.1
C -0.5909 -0.9067 -4.1313 0.0 0.1 -0.1
C -0.5871 -0.3922 -5.4134 0.0 0.0 0.0
C -0.0582 0.8729 -5.6914 0.0 0.0 0.0
C 0.4772 1.6252 -4.6714 0.0 0.0 0.0
C 0.4677 1.1352 -3.3564 0.0 0.0 0.0
C 1.0696 1.9012 -2.3012 -0.1 -0.1 0.1
N 1.0619 1.6778 -1.0243 0.1 0.1 -0.1
C 1.8287 2.6870 -0.2494 -0.1 0.0 -0.1
C 0.8839 3.6236 0.4976 0.0 0.0 0.0
N 0.1265 2.7541 1.3589 0.0 0.0 0.0
C 0.1935 2.8932 2.6178 0.1 -0.1 0.0
C -0.2767 1.8676 3.5577 0.0 0.1 0.0
C -0.4315 2.1570 4.9117 0.0 0.0 0.0
C -0.7958 1.1687 5.8098 0.0 0.0 0.0
C -0.9814 -0.1353 5.3644 0.0 0.0 0.0
C -0.8105 -0.4599 4.0269 0.0 0.0 0.1
C -0.4659 0.5451 3.1386 -0.1 0.3 -0.3
O -0.2846 0.2695 1.8355 0.2 -0.6 -0.1
H -1.0037 -1.8800 -3.9029 0.0 0.0 0.0
H -1.0043 -0.9838 -6.2182 0.0 0.0 0.0
H -0.0628 1.2513 -6.7037 0.0 0.0 0.0
H 0.9054 2.6006 -4.8697 0.0 0.0 0.0
H 1.6108 2.7841 -2.6427 0.0 0.0 0.0
H 2.4822 3.2450 -0.9208 0.0 0.0 0.0
H 2.4622 2.1631 0.4660 0.0 0.0 0.0
H 0.2195 4.1193 -0.2150 0.0 0.0 0.0
H 1.4611 4.3893 1.0304 0.0 0.0 0.0
H 0.6844 3.7679 3.0635 0.0 0.0 0.0
H -0.2674 3.1724 5.2530 0.0 0.0 0.0
H -0.9267 1.4084 6.8557 0.0 0.0 0.0
H -1.2586 -0.9107 6.0664 0.0 0.0 0.0
H -0.9382 -1.4708 3.6612 0.0 0.0 0.0
C -1.3003 -5.5735 3.0652 0.0 0.0 0.0
C -1.8244 -5.7087 1.7850 0.0 0.0 0.0
C -1.2210 -5.0620 0.7193 0.0 0.0 0.0
C -0.0742 -4.2872 0.9108 0.0 0.0 0.0
C 0.4441 -4.1584 2.1964 0.0 0.0 0.0
C -0.1693 -4.7984 3.2677 0.0 0.0 0.0
P 0.5700 -3.3918 -0.5439 0.0 -0.1 -0.1
C 1.2817 -4.7073 -1.5857 0.0 0.0 0.0
C 1.5883 -4.3720 -2.9046 0.0 0.0 0.0
C 2.1835 -5.2979 -3.7474 0.0 0.0 0.0
C 2.4625 -6.5758 -3.2822 0.0 0.0 0.0
C 2.1493 -6.9224 -1.9757 0.0 0.0 0.0
C 1.5631 -5.9926 -1.1282 0.0 0.0 0.0
C 2.0217 -2.5409 0.1333 0.0 0.1 0.1
C 3.2725 -3.1119 0.3522 0.0 0.0 0.0
C 4.2405 -2.4064 1.0477 0.0 0.0 0.0
C 3.9531 -1.1463 1.5632 0.0 0.0 0.0
C 2.7119 -0.5725 1.3400 0.0 0.0 0.0
C 1.7416 -1.2398 0.5758 -0.1 0.0 -0.1
H -1.7723 -6.0746 3.9000 0.0 0.0 0.0
H -2.7057 -6.3144 1.6194 0.0 0.0 0.0
H -1.6383 -5.1685 -0.2772 0.0 0.0 0.0
H 1.3324 -3.5636 2.3705 0.0 0.0 0.0
H 0.2477 -4.6972 4.2617 0.0 0.0 0.0
H 1.3623 -3.3761 -3.2720 0.0 0.0 0.0
H 2.4223 -5.0265 -4.7674 0.0 0.0 0.0
H 2.9201 -7.3033 -3.9397 0.0 0.0 0.0
H 2.3642 -7.9194 -1.6138 0.0 0.0 0.0
H 1.3225 -6.2695 -0.1091 0.0 0.0 0.0
H 3.4795 -4.1131 -0.0073 0.0 0.0 0.0
H 5.2133 -2.8490 1.2187 0.0 0.0 0.0
H 4.6982 -0.6168 2.1431 0.0 0.0 0.0
H 2.5006 0.3999 1.7750 0.0 0.0 0.0
Cl -2.1545 1.6927 -0.8793 -0.1 0.1 0.0
C -2.9738 0.3649 -1.7026 0.0 0.0 0.0
C -3.7005 0.6131 -2.8467 0.0 0.0 0.0
C -4.2792 -0.4702 -3.4969 0.0 0.0 0.0
C -4.1083 -1.7503 -2.9906 0.0 0.0 0.0
C -3.3747 -1.9594 -1.8295 0.0 0.0 0.0
C -2.7920 -0.8959 -1.1472 0.0 0.0 0.0
C -2.0007 -1.0396 0.1071 0.2 0.1 -0.1
H -3.8055 1.6200 -3.2268 0.0 0.0 0.0
H -4.8573 -0.3070 -4.3962 0.0 0.0 0.0
H -4.5574 -2.5934 -3.4990 0.0 0.0 0.0
H -3.2538 -2.9608 -1.4335 0.0 0.0 0.0
H -1.8687 -2.0902 0.3783 0.0 0.0 0.0
H -2.5138 -0.5427 0.9346 0.0 0.0 0.0
```
Positions in Å, forces in eV/Å.

---

Entry 2:
C7H7NOS | wB97M-V/def2-TZVPD

Values from the calculation:
- E_tot: -21742.2170 eV
- Charge: 0
- SMILES: S/C=C/C=C\c1ncco1
- HOMO-LUMO gap (spin up / spin down): 7.362 / 7.363 eV
- LUMO level (spin up / spin down): -0.17 / -0.17 eV
- ΔE to the lowest compared entry with this formula, charge and spin: 199.2 kJ/mol

```
17
Properties=species:S:1:pos:R:3:forces:R:3
C -0.3367 -1.7405 0.0533 1.8 0.3 1.2
C 0.9741 -1.4589 0.2547 -0.9 -0.5 0.1
C -1.4452 -0.9001 -0.1185 -0.5 5.3 1.1
C 1.6474 2.0120 -0.3872 1.9 -4.0 1.8
C 2.7831 1.6209 0.2669 0.7 -0.3 0.4
C 1.4293 -0.1017 0.1719 1.5 1.7 -1.1
C -1.5245 0.4477 0.3854 -3.5 -5.3 -1.8
N 0.8468 0.8684 -0.4424 -0.3 1.2 -0.5
O 2.6745 0.2893 0.6079 -0.6 -0.1 0.1
S -3.1341 1.2350 0.3336 0.2 0.2 -0.1
H -0.7439 -2.6791 0.2681 0.4 -2.1 -0.2
H 1.7008 -2.2344 0.4552 -0.1 0.0 0.1
H -2.2590 -1.3762 -0.6432 -0.4 0.4 0.0
H 1.4534 2.8789 -0.8834 -0.7 2.2 -1.0
H 3.7687 2.0035 0.6043 -1.2 0.2 -0.5
H -0.9036 0.8435 1.1495 0.6 0.5 0.0
H -3.9691 0.3508 -0.3229 1.1 0.3 0.4
```
Positions in Å, forces in eV/Å.

---

Entry 3:
C19H25N4OS8Tl | wB97M-V/def2-TZVPD

Values from the calculation:
- E_tot: -119487.8770 eV
- Charge: 0
- HOMO-LUMO gap: 3.580 eV
- LUMO level: -2.98 eV
- ΔE to the lowest compared entry with this formula, charge and spin: 137.3 kJ/mol

```
58
Properties=species:S:1:pos:R:3:forces:R:3
Tl -16.0928 -4.2439 -3.7757 -0.2 1.2 -0.1
C -16.7936 1.1884 -0.2428 -0.2 -0.5 0.2
C -17.8673 0.2792 -0.8577 -0.1 -0.7 0.9
N -17.7531 0.1522 -2.2827 -0.2 0.8 -0.1
C -16.8193 -0.6005 -2.8981 -0.2 0.0 -2.2
S -15.9271 -1.7119 -1.9715 0.4 -1.1 -0.3
N -16.8031 -0.3547 -4.2447 -0.6 0.7 1.4
N -16.2006 -1.2128 -5.0376 -0.1 -1.5 -1.1
C -16.3585 -1.0735 -6.3410 0.5 -0.1 1.6
C -17.0363 0.1169 -6.9381 0.1 0.6 -0.5
C -15.8374 -2.1620 -7.2027 -0.7 0.7 -0.6
C -16.2785 -2.2848 -8.5402 0.3 -0.3 -0.8
C -15.7198 -3.2767 -9.3661 -0.3 -0.1 0.8
C -14.7852 -4.1761 -8.8193 -0.6 0.9 -0.2
C -14.4688 -3.9700 -7.4756 0.3 -1.1 -0.5
N -14.9628 -3.0304 -6.7040 0.0 0.1 0.7
H -17.0787 1.5517 0.7495 0.1 -0.4 0.0
H -15.8092 0.7087 -0.2380 -0.2 0.1 0.1
H -16.7327 2.0661 -0.8528 0.2 0.6 -0.5
H -17.8610 -0.7557 -0.4604 0.3 0.6 0.1
H -18.8569 0.6574 -0.5989 -0.1 0.2 -0.3
H -18.1576 0.8916 -2.8541 0.2 -0.4 0.0
H -17.2064 0.8756 -6.1634 -0.2 -0.5 -0.2
H -16.4170 0.6139 -7.7076 0.0 -0.4 0.2
H -17.9684 -0.1549 -7.4497 0.0 0.1 0.3
H -17.0478 -1.6454 -9.0090 0.6 -0.2 0.7
H -16.1039 -3.3631 -10.3861 0.3 -0.1 0.3
H -14.3480 -4.9841 -9.4026 -0.1 0.2 0.2
H -13.7923 -4.6604 -6.9712 0.0 0.0 -0.1
O -12.3434 -7.6616 0.6282 -0.2 0.2 -2.4
C -12.5477 -7.4252 -0.5451 -0.1 0.2 1.1
S -13.5484 -8.3568 -1.6911 -0.3 0.3 -0.3
C -13.6932 -7.1127 -2.9662 -1.5 -1.0 -0.7
C -12.9632 -5.8695 -2.7969 1.0 0.8 -0.3
S -13.0759 -4.5996 -3.8813 0.6 -1.0 1.6
S -11.8841 -5.9860 -1.3933 0.1 1.2 0.0
S -14.7043 -7.3141 -4.2516 0.4 -0.4 0.9
C -20.8344 -6.0336 -2.5968 -0.8 -1.1 0.1
C -20.9919 -4.5234 -2.3492 0.2 -0.4 -0.1
S -19.8961 -3.5576 -3.4302 -0.4 0.8 0.0
C -20.7403 -3.4845 -5.0543 1.2 -0.1 0.5
C -20.7172 -4.7258 -5.9542 0.0 0.8 -0.4
S -19.1646 -5.6219 -5.8482 0.7 -0.2 -4.3
C -19.6635 -7.4118 -5.8994 -0.2 1.2 0.2
C -19.6403 -7.8715 -4.4203 -0.3 0.9 0.3
S -19.2799 -6.3422 -3.4668 -0.4 -2.0 2.8
H -21.6799 -6.4628 -3.2127 0.9 0.4 0.7
H -20.7187 -6.6002 -1.6600 -0.8 0.4 -0.2
H -20.6177 -4.3119 -1.3584 0.3 0.2 0.3
H -22.0366 -4.1751 -2.3233 0.3 -0.2 -0.4
H -20.1979 -2.6522 -5.4937 0.2 0.0 -0.3
H -21.7049 -3.0853 -4.8555 -1.1 0.0 -0.1
H -20.7384 -4.4067 -7.0224 -0.6 -0.2 0.9
H -21.5562 -5.3687 -5.7093 -0.1 -0.2 -0.1
H -18.9017 -7.8863 -6.5056 0.0 -0.2 -0.1
H -20.6674 -7.5595 -6.3676 0.9 0.3 0.3
H -18.8332 -8.5542 -4.1918 0.0 -0.3 -0.1
H -20.6157 -8.2964 -4.1638 0.4 0.0 0.3
```
Positions in Å, forces in eV/Å.

---

Which of these has the lowest E_tot? C19H25N4OS8Tl